1.
The following is a DFT calculation (ωB97M-V/def2-TZVPD) of an isolated molecule of C4H9NO2.

Element x y z (Å)
N 1.915 0.130 1.481
C 1.250 -0.993 1.073
O 1.321 -2.016 1.731
C 0.460 -0.924 -0.229
C -0.986 -0.344 -0.084
C -1.360 0.735 -1.083
O -0.642 1.930 -0.836
H 2.264 0.031 2.420
H 1.639 1.041 1.144
H 1.011 -0.350 -0.996
H 0.403 -1.968 -0.560
H -1.749 -1.118 -0.190
H -1.152 0.077 0.915
H -1.156 0.400 -2.105
H -2.450 0.897 -1.046
H -0.765 2.471 -1.633

Calculated values
**SMILES string**: NC(=O)CCCO
**Kohn-Sham gap**: 10.35 eV
**LUMO**: 0.71 eV

2.
The following is a DFT calculation (ωB97M-V/def2-TZVPD) of a structure of composition C4H9NO2 at a distorted geometry.

Element x y z (Å)
C 1.003 -0.172 -0.967
C -0.564 -1.029 1.608
N 0.858 1.265 -0.543
C -0.959 -0.186 0.407
C -0.443 -0.449 -0.885
O 1.821 2.089 -1.136
O -2.310 0.158 0.526
H 2.694 1.685 -0.987
H -2.541 0.762 -0.189
H -0.117 0.871 0.477
H 1.396 -0.236 -1.983
H 1.639 -0.747 -0.281
H -1.047 -0.300 -1.771
H -0.683 -0.445 2.519
H 0.470 -1.363 1.541
H -1.217 -1.901 1.665

Calculated values
**Kohn-Sham gap (spin up / spin down)**: 8.07 / 8.07 eV
**LUMO (spin up / spin down)**: -0.08 / -0.08 eV

3.
The following is a DFT calculation (ωB97M-V/def2-TZVPD) of an isolated molecule of C4H9NO2 at a distorted geometry.

Element x y z (Å)
N 1.506 -1.110 -1.057
C 0.151 -1.055 -1.204
O -0.486 -2.015 -1.579
C -0.510 0.288 -0.941
C -0.042 1.098 0.274
C -0.095 0.335 1.587
O -1.444 -0.065 1.958
H 2.049 -0.312 -0.789
H 1.939 -2.009 -1.179
H -1.564 0.051 -0.864
H -0.365 0.862 -1.860
H -0.708 1.963 0.338
H 0.963 1.490 0.139
H 0.194 1.006 2.394
H 0.475 -0.592 1.545
H -2.065 0.064 1.237

Calculated values
**SMILES string**: NC(=O)CCCO
**Kohn-Sham gap**: 10.60 eV
**LUMO**: 0.71 eV

4.
The following is a DFT calculation (ωB97M-V/def2-TZVPD) of an isolated molecule of C4H9NO2 at a distorted geometry.

Element x y z (Å)
C -0.228 1.518 -1.355
C -0.236 0.193 -0.607
O 0.827 -0.643 -1.077
C -0.061 0.333 0.913
C -0.436 -1.007 1.624
N 0.558 -2.000 1.394
O -1.387 -1.132 2.348
H 0.737 2.025 -1.245
H -1.021 2.179 -0.995
H -0.399 1.344 -2.426
H -1.198 -0.311 -0.778
H 0.691 -0.801 -2.021
H 0.981 0.668 1.081
H -0.716 1.092 1.331
H 1.284 -1.280 1.429
H 0.604 -2.177 0.385

Calculated values
**SMILES string**: C[C@@H](O)CC(N)=O
**Kohn-Sham gap**: 10.33 eV
**LUMO**: 0.58 eV

5.
The following is a DFT calculation (ωB97M-V/def2-TZVPD) of an isolated molecule of C4H9NO2.

Element x y z (Å)
C -0.832 -1.312 1.036
C -0.518 -0.012 0.297
C 0.657 0.715 0.967
O 0.745 2.076 0.661
N -0.273 -0.358 -1.112
C 0.480 0.281 -2.032
O 1.195 1.258 -1.862
H -1.637 -1.873 0.546
H -1.155 -1.101 2.060
H 0.055 -1.955 1.075
H -1.383 0.664 0.347
H 0.494 0.648 2.049
H 1.588 0.170 0.740
H 1.019 2.113 -0.275
H -0.837 -1.115 -1.473
H 0.401 -0.198 -3.024

Calculated values
**SMILES string**: C[C@@H](CO)NC=O
**Kohn-Sham gap**: 10.64 eV
**LUMO**: 0.71 eV

6.
The following is a DFT calculation (ωB97M-V/def2-TZVPD) of an isolated molecule of C4H9NO2 at a distorted geometry.

Element x y z (Å)
C -0.633 1.666 -0.892
C -0.648 0.522 -0.218
C -1.603 0.242 0.901
C 0.171 -0.673 -0.653
N 1.056 -1.026 0.451
O 1.895 -2.073 0.114
O 1.867 0.187 0.635
H -1.293 2.478 -0.636
H 0.044 1.837 -1.713
H -2.089 1.153 1.240
H -1.073 -0.223 1.730
H -2.369 -0.460 0.572
H -0.466 -1.547 -0.815
H 0.742 -0.435 -1.562
H 2.341 -1.898 -0.736
H 2.056 0.251 1.580

Calculated values
**SMILES string**: C=C(C)CN(O)O
**Kohn-Sham gap**: 10.39 eV
**LUMO**: 0.93 eV

7.
The following is a DFT calculation (ωB97M-V/def2-TZVPD) of a cluster of 2 separate species, C4H9NO2 in total at a distorted geometry.

Element x y z (Å)
C -2.225 -0.173 -0.245
C -0.819 0.319 0.046
O -0.578 1.474 0.342
C 0.183 -0.801 0.198
C 1.704 -0.621 0.324
N 2.168 0.605 0.681
O 2.433 -1.586 0.184
H -2.705 -0.260 0.736
H -2.261 -1.163 -0.712
H -2.804 0.535 -0.839
H -0.139 -1.153 1.188
H -0.022 -1.625 -0.491
H 3.120 0.646 1.018
H 1.524 1.350 0.898
H -0.033 1.026 -1.882
H 0.455 1.427 -1.447

Calculated values
**SMILES string**: CC(=O)CC(N)=O.[H][H]
**Kohn-Sham gap**: 10.55 eV
**LUMO**: 0.67 eV

8.
The following is a DFT calculation (ωB97M-V/def2-TZVPD) of a cluster of 2 separate species, C4H9NO2 in total at a distorted geometry.

Element x y z (Å)
C 1.191 -2.670 -0.077
C 1.635 -2.192 1.068
O 2.077 -1.878 2.102
H 0.674 -2.024 -0.768
H 1.350 -3.717 -0.297
N 0.594 0.293 0.472
C -0.812 0.319 0.086
C -1.215 1.517 -0.756
O -0.906 2.682 -0.018
H 0.751 0.951 1.229
H 1.177 0.617 -0.296
H -1.060 -0.597 -0.467
H -1.414 0.304 1.000
H -0.663 1.494 -1.711
H -2.289 1.456 -0.993
H -1.091 3.447 -0.575

Calculated values
**SMILES string**: C=C=O.NCCO
**Kohn-Sham gap**: 9.57 eV
**LUMO**: 0.76 eV

9.
The following is a DFT calculation (ωB97M-V/def2-TZVPD) of an isolated molecule of C4H9NO2.

Element x y z (Å)
N 0.115 0.796 1.305
C -0.200 0.202 0.004
C -1.535 -0.505 0.041
O -2.580 0.427 0.295
C 0.931 -0.696 -0.521
C 1.973 0.091 -1.262
O 3.161 -0.002 -1.121
H 0.400 1.756 1.251
H 0.618 0.247 1.985
H -0.337 1.116 -0.584
H -1.807 -0.983 -0.897
H -1.534 -1.262 0.826
H -2.676 0.560 1.244
H 0.539 -1.546 -1.089
H 1.363 -1.154 0.371
H 1.569 0.950 -1.847

Calculated values
**SMILES string**: N[C@H](CO)CC=O
**Kohn-Sham gap**: 10.39 eV
**LUMO**: 0.92 eV

10.
The following is a DFT calculation (ωB97M-V/def2-TZVPD) of an isolated molecule of C4H9NO2.

Element x y z (Å)
C 0.624 -1.167 1.770
O 1.121 -0.355 0.739
C 0.714 -0.825 -0.530
C 0.226 0.368 -1.367
N -0.305 1.413 -0.515
C -1.645 1.619 -0.400
O -2.505 1.105 -1.090
H -0.469 -1.131 1.796
H 0.943 -2.209 1.638
H 1.007 -0.786 2.717
H -0.101 -1.549 -0.393
H 1.554 -1.336 -1.025
H -0.603 0.047 -2.001
H 1.035 0.762 -1.992
H 0.296 1.720 0.240
H -1.891 2.326 0.413

Calculated values
**SMILES string**: COCCNC=O
**Kohn-Sham gap**: 10.66 eV
**LUMO**: 0.89 eV

11.
The following is a DFT calculation (ωB97M-V/def2-TZVPD) of a cluster of 2 separate species, C4H9NO2 in total.

Element x y z (Å)
C 2.511 0.820 0.887
N 1.269 1.290 0.304
C 0.509 2.016 1.010
C -1.409 -0.266 -0.042
O -0.452 -0.453 -0.938
O -2.373 -1.147 -0.237
C -2.288 -2.113 -1.299
H 2.627 1.118 1.939
H 3.355 1.205 0.307
H 2.533 -0.272 0.820
H 0.251 0.213 -0.723
H -0.450 2.334 0.607
H 0.760 2.319 2.034
H -3.196 -2.712 -1.220
H -1.403 -2.742 -1.182
H -2.245 -1.612 -2.269

Calculated values
**Kohn-Sham gap**: 9.77 eV
**LUMO**: 1.09 eV

12.
The following is a DFT calculation (ωB97M-V/def2-TZVPD) of a cluster of 2 separate species, C4H9NO2 in total at a distorted geometry.

Element x y z (Å)
C -0.101 -0.859 -1.592
C -1.398 0.363 0.979
C 0.768 1.542 0.259
C 0.024 0.202 0.494
N 0.253 -2.127 -1.421
O -0.373 -0.176 -2.550
O 0.958 -0.680 1.127
H -1.664 0.842 1.968
H -1.989 0.872 0.257
H -1.916 -0.552 1.160
H 0.645 2.152 1.184
H 0.304 2.225 -0.561
H 1.791 1.440 0.264
H 0.558 -2.464 -0.467
H 0.430 -2.596 -2.328
H 1.708 -0.184 1.226

Calculated values
**Kohn-Sham gap**: 8.26 eV
**LUMO**: 0.78 eV

13.
The following is a DFT calculation (ωB97M-V/def2-TZVPD) of an isolated molecule of C4H9NO2.

Element x y z (Å)
C 2.199 -0.323 -1.312
N 0.953 -0.027 -0.635
C 0.961 0.747 0.364
O -0.112 1.078 1.083
C -1.430 0.810 0.563
C -1.866 -0.652 0.492
O -1.454 -1.350 -0.648
H 2.408 -1.394 -1.218
H 2.094 -0.104 -2.379
H 3.061 0.237 -0.921
H 1.857 1.235 0.765
H -2.078 1.339 1.267
H -1.517 1.272 -0.428
H -1.568 -1.152 1.429
H -2.964 -0.636 0.474
H -0.532 -1.069 -0.816

Calculated values
**SMILES string**: C/N=C/OCCO
**Kohn-Sham gap**: 10.79 eV
**LUMO**: 0.97 eV

14.
The following is a DFT calculation (ωB97M-V/def2-TZVPD) of a cluster of 2 separate species, C4H9NO2 in total at a distorted geometry.

Element x y z (Å)
C 2.098 -0.168 -1.175
N 0.733 -0.175 -0.703
C 0.365 -0.159 0.506
C -1.048 -0.848 0.763
O -1.487 -1.358 -0.455
H 2.315 -1.210 -1.445
H 2.201 0.416 -2.096
H 2.854 0.164 -0.452
H 1.005 0.038 1.375
H -0.804 -1.610 1.513
H -1.935 -0.348 1.214
H -0.726 -1.147 -1.046
C -1.400 1.598 0.490
O -0.332 1.935 0.950
H -2.331 1.825 1.026
H -1.509 1.046 -0.465

Calculated values
**SMILES string**: C/N=C/CO.C=O
**Kohn-Sham gap**: 10.55 eV
**LUMO**: 0.77 eV

15.
The following is a DFT calculation (ωB97M-V/def2-TZVPD) of a cluster of 2 separate species, C4H9NO2 in total at a distorted geometry.

Element x y z (Å)
H -0.579 -1.693 -2.168
N -0.491 -0.779 -1.738
C -1.361 0.020 -2.171
C -1.359 1.442 -1.768
H -2.013 -0.214 -2.942
H -0.693 1.536 -0.998
H -2.245 1.712 -1.425
H -1.071 1.931 -2.585
C 1.669 -0.221 2.862
C 1.049 -0.894 1.630
O 1.087 -2.090 1.510
O 0.539 -0.168 0.674
H 1.884 0.921 2.588
H 2.486 -0.673 3.172
H 0.940 -0.320 3.558
H 0.157 -0.510 -0.197

Calculated values
**SMILES string**: [H]/N=C/C.CC(=O)O
**Kohn-Sham gap**: 10.19 eV
**LUMO**: 0.81 eV